{
  "formula": "C10H19Cl4CrO9",
  "method": "wB97M-V/def2-TZVPD",
  "e_tot_ha": -3954.669464,
  "spin_multiplicity": 5,
  "orbital_gap_ha": [0.3124, 0.3270],
  "charge": 1,
  "de_lowest_kcal_mol": 0.69,
  "symbols": ["Cr", "Cl", "C", "O", "C", "O", "O", "C", "H", "H", "H", "H", "H", "H", "C", "O", "C", "O", "O", "C", "H", "H", "H", "H", "H", "H", "C", "O", "C", "O", "O", "C", "H", "H", "H", "H", "H", "H", "C", "Cl", "Cl", "Cl", "H"],
  "coordinates": [[-0.777393, -0.283792, 0.964855], [-1.652822, 0.466141, -1.075965], [5.257031, 1.642564, -0.621864], [4.216407, 1.996742, -1.523824], [3.091469, 2.431493, -0.959353], [2.936258, 2.738665, 0.192374], [2.160936, 2.511438, -1.905665], [0.909314, 3.067719, -1.499254], [5.108216, 0.622229, -0.258797], [5.310706, 2.334400, 0.212399], [6.182360, 1.648293, -1.189477], [0.967951, 4.092209, -1.127728], [0.479936, 2.431828, -0.730772], [0.259808, 3.121808, -2.366370], [1.807465, -3.402394, 1.624454], [2.199811, -3.023021, 0.282183], [1.621968, -2.024574, -0.304191], [0.663418, -1.383591, 0.172181], [2.138893, -1.808131, -1.467399], [1.511719, -0.811156, -2.301580], [2.477652, -2.908705, 2.323917], [1.890623, -4.478864, 1.682063], [0.785262, -3.097626, 1.836784], [0.480977, -1.058841, -2.535966], [2.124868, -0.736572, -3.191190], [1.537645, 0.163204, -1.814724], [-2.273755, 0.650171, 4.914576], [-3.463817, 0.675408, 4.108750], [-3.317915, 0.562710, 2.826283], [-2.220403, 0.354681, 2.287361], [-4.450390, 0.731603, 2.215337], [-4.438029, 0.811555, 0.776941], [-1.856897, -0.355169, 4.936952], [-2.576888, 0.933886, 5.915749], [-1.537006, 1.371812, 4.567780], [-3.904773, 1.702307, 0.456815], [-5.473248, 0.856189, 0.462269], [-3.979111, -0.071574, 0.340556], [-2.818046, -2.404375, -3.609028], [-1.430943, -3.012358, -4.514206], [-3.279065, -3.525316, -2.321754], [-4.173046, -2.042641, -4.654419], [-2.497144, -1.490352, -3.127052]],
  "atomic_forces_ev_per_a": [[-1.04, 0.50, -1.10], [0.44, -0.38, 0.93], [0.46, -0.29, 0.18], [-0.38, -0.15, -0.10], [0.18, 0.42, -0.16], [-0.08, -0.27, 0.30], [-0.11, 0.24, -0.45], [-0.35, 0.28, 0.22], [-0.14, 0.11, 0.07], [0.00, 0.04, 0.01], [-0.04, 0.16, -0.07], [0.52, -0.14, 0.15], [-0.21, 0.06, 0.01], [0.13, -0.43, -0.17], [-0.08, 0.39, -0.03], [0.04, -0.31, 0.49], [-0.46, 0.14, -0.19], [0.36, -0.08, 0.34], [-0.15, -0.03, 0.02], [0.07, 0.84, -0.16], [0.09, -0.11, 0.00], [0.12, -0.07, -0.05], [-0.02, -0.08, -0.14], [0.04, -0.27, 0.04], [-0.01, -0.25, -0.06], [-0.02, -0.13, 0.11], [0.25, -0.07, 0.38], [0.07, 0.10, 0.29], [-0.32, 0.29, -0.20], [0.70, -0.33, -0.44], [0.19, -0.07, 0.12], [-0.04, -0.18, -0.45], [0.01, 0.02, -0.07], [-0.20, -0.05, -0.03], [-0.08, -0.04, -0.20], [0.04, -0.01, 0.05], [-0.09, 0.08, 0.18], [0.06, 0.01, 0.09], [0.18, 0.17, 0.18], [0.01, -0.08, -0.04], [0.00, -0.06, 0.02], [-0.06, -0.02, -0.08], [-0.08, 0.08, 0.01]]
}

{
  "formula": "C2H3BrClFIN",
  "method": "wB97M-V/def2-TZVPD",
  "e_tot_ha": -3564.457797,
  "spin_multiplicity": 1,
  "orbital_gap_ha": 0.3333,
  "de_lowest_kcal_mol": 27.52,
  "symbols": ["C", "C", "N", "F", "Cl", "Br", "I", "H", "H", "H"],
  "coordinates": [[0.052063, -0.558730, 1.652985], [-2.164932, -0.474571, 0.761335], [-1.196820, 0.069154, 1.321455], [-0.863810, 0.780405, -1.566752], [0.917829, -1.465753, 0.323640], [-2.375189, -2.426916, 0.415606], [-4.031018, 0.657635, 0.311035], [0.604311, 0.286345, 1.936021], [-0.032917, -1.316766, 2.358137], [-0.670259, -0.020706, -0.779760]],
  "atomic_forces_ev_per_a": [[-0.34, 0.28, -1.52], [-1.37, -0.13, 0.46], [-1.13, -0.75, -1.18], [0.97, -4.06, 3.84], [-0.34, 0.75, 0.01], [0.16, 1.17, 0.09], [1.56, -0.88, 0.34], [1.61, 0.44, 0.51], [-0.41, -0.95, 1.68], [-0.71, 4.14, -4.23]]
}

{
  "formula": "C2H4N4",
  "method": "wB97M-V/def2-TZVPD",
  "e_tot_ha": -297.535770,
  "spin_multiplicity": 1,
  "smiles": "[H]/N=N/C(N)=C=N",
  "orbital_gap_ha": 0.3367,
  "de_lowest_kcal_mol": 68.11,
  "symbols": ["H", "N", "N", "C", "N", "C", "N", "H", "H", "H"],
  "coordinates": [[-2.175397, -1.828044, -0.377514], [-1.683077, -0.951007, -0.169994], [-0.462871, -1.204149, -0.249424], [0.387793, -0.091376, -0.021533], [1.786517, -0.274666, 0.083875], [-0.171990, 1.110646, 0.082264], [-0.765827, 2.170483, 0.007233], [2.230480, -0.329394, -0.827019], [1.998036, -1.128828, 0.588270], [-1.143663, 2.526338, 0.883845]],
  "atomic_forces_ev_per_a": [[0.07, 0.07, 0.03], [0.36, -0.39, -0.07], [-0.41, 0.29, 0.02], [-0.10, 0.23, 0.00], [0.00, -0.18, -0.11], [-0.28, 0.34, -0.02], [0.47, -0.53, 0.09], [-0.06, -0.01, 0.10], [-0.01, 0.13, -0.01], [-0.03, 0.04, -0.03]]
}

{
  "formula": "C31H51Cl2CrN4P",
  "method": "wB97M-V/def2-TZVPD",
  "e_tot_ha": -3737.143370,
  "spin_multiplicity": 4,
  "orbital_gap_ha": [0.1541, 0.1801],
  "charge": -1,
  "symbols": ["P", "C", "C", "C", "C", "C", "C", "C", "C", "C", "C", "C", "C", "C", "C", "C", "C", "C", "C", "H", "H", "H", "H", "H", "H", "H", "H", "H", "H", "H", "H", "H", "H", "H", "H", "H", "H", "H", "H", "H", "H", "H", "H", "H", "H", "H", "H", "H", "H", "H", "H", "H", "Cr", "Cl", "Cl", "C", "H", "C", "C", "C", "C", "C", "C", "H", "H", "H", "H", "H", "C", "N", "C", "N", "C", "N", "C", "N", "C", "C", "H", "H", "H", "H", "H", "H", "H", "H", "H", "H", "H", "H"],
  "coordinates": [[0.012294, -0.503496, -1.712023], [1.585823, 0.134114, -2.580191], [1.863489, -0.231998, -4.045109], [3.282263, 0.206495, -4.440490], [3.539451, 1.693057, -4.169204], [3.177654, 2.091221, -2.735176], [1.758688, 1.640742, -2.348468], [-1.416366, 0.386321, -2.596517], [-1.358601, 0.561219, -4.114094], [-2.686330, 1.138965, -4.634405], [-3.061383, 2.450274, -3.935469], [-3.020569, 2.332085, -2.407984], [-1.702997, 1.724333, -1.898698], [-0.136986, -2.186609, -2.539198], [1.063250, -3.057101, -2.128290], [0.967058, -4.480659, -2.694321], [-0.365284, -5.157023, -2.354326], [-1.563820, -4.287979, -2.746342], [-1.473108, -2.860689, -2.183695], [2.346648, -0.384439, -1.964401], [1.139746, 0.262068, -4.707500], [1.756434, -1.311806, -4.215573], [3.451826, -0.017087, -5.500533], [4.004617, -0.389811, -3.866069], [4.592804, 1.924692, -4.362255], [2.948281, 2.296621, -4.870414], [3.890495, 1.624180, -2.041948], [3.263397, 3.176287, -2.607838], [1.566053, 1.885875, -1.293729], [1.028782, 2.197436, -2.957822], [-2.260496, -0.288945, -2.372106], [-3.482603, 0.400337, -4.468372], [-1.144920, -0.390649, -4.623097], [-0.548341, 1.258307, -4.375251], [-2.617423, 1.298187, -5.717272], [-4.060341, 2.766565, -4.256400], [-2.365198, 3.237975, -4.252149], [-3.167586, 3.316242, -1.948745], [-3.850579, 1.692677, -2.077176], [-1.752697, 1.567044, -0.810753], [-0.881039, 2.430241, -2.091971], [-0.110779, -2.031634, -3.634182], [2.006981, -2.599265, -2.457472], [1.100966, -3.101581, -1.029395], [1.078932, -4.438614, -3.786398], [1.802299, -5.076144, -2.309578], [-0.401623, -5.351195, -1.274752], [-0.430014, -6.128371, -2.856240], [-2.495308, -4.750512, -2.402514], [-1.618556, -4.230621, -3.841862], [-2.316832, -2.273637, -2.572077], [-1.579398, -2.882151, -1.088365], [-0.062202, 0.428989, 2.498956], [-1.881949, -0.214766, 1.439862], [1.954149, 0.449422, 1.585778], [-0.470908, 2.010455, 3.547309], [-0.745615, 1.975422, 4.621701], [-0.569448, 3.331910, 3.019184], [-1.260706, 4.391830, 3.700178], [-1.394227, 5.638120, 3.111849], [-0.827829, 5.902511, 1.851229], [-0.118043, 4.891469, 1.184544], [0.017101, 3.627681, 1.742639], [-1.696417, 4.186990, 4.681687], [-1.942474, 6.428959, 3.629230], [0.336668, 5.104685, 0.214086], [0.594167, 2.846175, 1.238513], [-0.930958, 6.887203, 1.397369], [1.187600, -0.136557, 5.132784], [0.142083, -0.676231, 4.208426], [-1.119468, -0.826188, 4.998972], [-0.947378, -1.710985, 6.187732], [0.124938, -1.149629, 7.044983], [1.408850, -1.010021, 6.320078], [1.805736, -2.354092, 5.843042], [0.781380, -2.963214, 4.955596], [0.568937, -2.057716, 3.795207], [-0.489610, -3.040039, 5.720751], [0.887098, 0.847337, 5.504979], [2.140941, -0.066222, 4.596170], [-1.889643, -1.272425, 4.358205], [-1.452628, 0.150119, 5.363378], [0.284609, -1.831393, 7.892233], [-0.186647, -0.160525, 7.405133], [2.752476, -2.274062, 5.292078], [1.933028, -2.999571, 6.722835], [-0.215750, -2.498018, 3.166675], [1.510721, -1.987815, 3.238379], [-0.322263, -3.669756, 6.605270], [-1.265329, -3.481560, 5.081180]],
  "atomic_forces_ev_per_a": [[-0.03, 0.25, -1.03], [-0.36, -0.45, 0.41], [0.06, 0.17, -0.05], [-0.04, -0.06, 0.06], [-0.11, -0.01, 0.03], [-0.14, -0.12, 0.08], [0.22, 0.02, -0.03], [0.40, -0.32, 0.44], [-0.18, 0.15, -0.07], [0.09, -0.05, 0.05], [0.11, -0.01, 0.05], [0.11, -0.09, 0.08], [-0.20, 0.03, -0.03], [0.06, 0.33, -0.22], [-0.21, -0.13, 0.01], [-0.04, 0.11, -0.01], [0.02, 0.16, 0.10], [0.07, 0.16, -0.01], [0.17, -0.15, 0.07], [-0.02, 0.26, -0.16], [0.20, -0.11, 0.15], [0.05, 0.22, 0.03], [0.05, 0.02, 0.09], [-0.05, 0.04, -0.05], [-0.08, 0.02, -0.04], [0.00, -0.05, 0.03], [-0.08, 0.07, -0.04], [0.06, -0.11, -0.01], [-0.01, -0.04, -0.22], [0.15, -0.14, 0.12], [0.07, 0.27, 0.01], [0.06, 0.05, 0.00], [-0.03, 0.21, 0.11], [-0.19, -0.11, 0.07], [-0.07, -0.02, 0.07], [0.09, 0.02, 0.00], [0.00, -0.06, 0.01], [-0.05, -0.12, -0.05], [0.08, 0.06, 0.00], [0.03, 0.12, -0.30], [-0.18, -0.14, 0.08], [-0.01, -0.21, 0.27], [-0.22, -0.07, 0.11], [0.00, 0.01, -0.12], [-0.01, 0.00, 0.07], [-0.07, -0.02, -0.08], [0.00, 0.02, -0.05], [0.01, 0.04, 0.07], [0.07, -0.02, -0.07], [0.00, -0.01, 0.06], [0.22, -0.14, 0.11], [-0.01, 0.00, -0.13], [-0.38, 1.37, 0.79], [-1.05, -0.51, -0.18], [1.12, -0.07, -0.18], [0.08, 0.40, 0.32], [-0.08, -0.31, -0.45], [0.19, -0.88, -0.11], [0.22, 0.06, -0.37], [0.27, -0.18, -0.15], [-0.04, 0.16, -0.05], [-0.12, -0.20, 0.19], [-0.36, 0.59, 0.09], [0.08, 0.04, -0.28], [0.13, -0.17, -0.09], [-0.09, -0.04, 0.20], [-0.15, 0.33, 0.10], [0.01, -0.17, 0.09], [0.52, -0.27, 0.87], [0.14, -0.81, 0.74], [-0.28, -0.50, 0.75], [0.71, 0.10, -0.60], [0.08, -0.06, -0.48], [-0.59, -0.33, -0.71], [-0.44, 0.22, -0.08], [-0.28, 0.78, 0.15], [0.19, -0.62, 0.62], [0.27, 0.43, -0.06], [-0.01, -0.16, -0.44], [-0.34, 0.14, -0.07], [0.20, 0.26, 0.01], [0.15, -0.12, -0.36], [-0.10, 0.23, -0.12], [0.06, -0.23, -0.05], [-0.21, -0.03, 0.14], [0.06, 0.06, -0.25], [0.17, 0.25, 0.02], [-0.26, 0.12, 0.02], [-0.09, 0.04, -0.25], [0.18, 0.07, 0.15]]
}